Formula: C4H14N2OS
Source: the Open Molecules 2025 dataset
Level of theory: ωB97M-V/def2-TZVPD

Summary:
- ΔE to the lowest compared entry with this formula, charge and spin (kcal per mole) = 37.7
- electronic energy (eV) = -20236.3925
- LUMO (eV) = 0.56
- multiplicity = 1

Bonds (Å) are listed after each position.
CARTESIAN COORDINATES (ANGSTROEM)
1 N 1.918 0.712 -0.840  C2 1.517, H8 0.989, H9 1.053
2 C 0.768 -0.100 -0.273  N1 1.517, C3 1.578, C6 1.569, H10 1.087
3 C -0.544 0.470 -0.938  C2 1.578, C4 1.560, H11 1.095, H12 1.082
4 C -1.608 -0.530 -1.489  C3 1.560, S5 2.008, H13 1.041, H14 1.141
5 S -0.626 -1.903 -2.576  C4 2.008, H15 1.363
6 C 0.799 -0.059 1.295  C2 1.569, N7 1.466, H16 1.049, H17 1.137
7 N 1.882 -0.948 1.728  C6 1.466, H18 0.995, H19 1.091
8 H 2.161 1.416 -0.189  N1 0.989
9 H 2.695 0.063 -1.128  N1 1.053
10 H 0.925 -1.152 -0.497  C2 1.087
11 H -0.156 1.172 -1.683  C3 1.095
12 H -1.115 1.026 -0.207  C3 1.082
13 H -2.458 -0.189 -1.983  C4 1.041
14 H -2.036 -1.155 -0.636  C4 1.141
15 H 0.349 -1.079 -3.053  S5 1.363
16 H -0.046 -0.484 1.749  C6 1.049
17 H 0.787 1.066 1.454  C6 1.137
18 H 1.483 -1.838 1.534  N7 0.995
19 H 1.946 -0.837 2.811  N7 1.091
20 H -1.762 1.118 2.009  O22 0.930
21 H -2.841 2.071 1.439  O22 0.965
22 O -2.521 1.161 1.472  H20 0.930, H21 0.965